(1)
ORCA calculation (ωB97M-V with the def2-TZVPD basis set) on a structure of composition C13H17N2O2S4SbTc in a non-equilibrium geometry.

Geometry as XYZ:
```
40
Properties=species:S:1:pos:R:3:forces:R:3
Tc -1.25900 -1.53947 -0.96650 0.754 -1.392 0.704
S -2.72206 -5.98820 0.41496 -0.167 0.013 0.047
Sb -0.65203 -5.45740 0.25004 0.034 -0.410 0.088
S -1.13388 -1.70418 1.16957 -0.575 -0.079 -0.936
S -0.86541 -3.46488 -1.70565 -0.163 0.982 0.063
S 1.47293 -5.50869 0.52006 0.173 0.065 0.054
C -6.42387 -0.19857 -0.72706 0.273 0.037 -0.308
N -5.33911 -0.23618 -1.78182 -0.526 0.159 -0.104
C -5.64783 0.30351 -3.15776 -0.004 -0.137 0.343
C -4.19841 -0.70017 -1.51124 0.294 -0.065 0.106
N -3.13393 -1.14029 -1.24514 -0.562 0.423 -0.105
H -6.33200 0.71560 -0.14963 0.050 0.100 -0.020
H -6.34712 -1.06814 -0.08373 0.066 -0.071 -0.016
H -7.37480 -0.21104 -1.24831 -0.020 -0.050 -0.077
H -6.28977 -0.40462 -3.67317 -0.029 -0.084 0.030
H -4.72876 0.45681 -3.71389 0.062 -0.027 0.051
H -6.16690 1.24776 -3.02789 0.020 0.070 0.057
C 4.91716 3.45597 1.32111 -0.092 -0.224 0.027
C 3.99449 2.30593 1.10964 0.201 0.327 0.002
C 3.36879 1.69704 2.21592 0.258 0.406 0.238
C 2.44749 0.71261 2.08724 -0.334 -0.477 0.147
C 1.89212 0.10297 3.35874 0.005 0.056 -0.239
C 2.09170 0.30893 0.72427 0.645 0.218 0.018
C 2.87694 0.79328 -0.41150 -0.226 -0.272 -0.222
C 2.82412 0.22935 -1.81779 -0.107 0.121 0.293
C 3.76932 1.79058 -0.17710 0.274 0.213 -0.026
C 0.97489 -0.43572 0.48276 -0.889 -0.618 -0.511
O 0.31897 -1.04605 1.50170 0.331 0.149 -0.230
O 0.41581 -0.60432 -0.71054 0.175 0.377 0.488
H 4.43364 4.21437 1.94002 -0.045 0.020 -0.001
H 5.25675 3.90120 0.39125 -0.009 -0.013 -0.030
H 5.78969 3.12599 1.89442 0.015 -0.046 -0.007
H 3.62606 2.04252 3.21205 0.006 0.019 -0.104
H 2.34467 -0.88021 3.52203 -0.048 0.016 -0.066
H 0.81301 -0.03077 3.36023 0.134 0.158 0.053
H 2.15243 0.72660 4.20864 0.077 0.036 -0.020
H 2.48871 -0.80102 -1.86278 -0.008 -0.048 0.054
H 3.82272 0.27677 -2.24761 0.017 0.041 0.029
H 2.17567 0.83150 -2.45788 -0.067 -0.011 0.058
H 4.34687 2.18062 -1.00763 0.005 0.017 0.071
```
Positions in Å, forces in eV/Å.

* LUMO (spin up / spin down): -12.526 / -12.946 eV
* electronic energy: -2678.2396 a.u.
* HOMO-LUMO gap (spin up / spin down): 5.09 / 4.66 eV
* HOMO (spin up / spin down): -0.6473 / -0.6470 Ha
* energy above the lowest of the compared OMol25 structures with the same formula, charge and spin: 0.0 kJ/mol
* net charge: +3

Here are the Mulliken charges for atoms 1 to 6, given in e:
1. Tc 1.251
2. S -0.191
3. Sb 1.187
4. S 0.167
5. S -0.179
6. S -0.192

=====

(2)
ORCA calculation (ωB97M-V with the def2-TZVPD basis set) on a cluster of 15 separate species, C18H64N2O16 in total in a non-equilibrium geometry.

Geometry as XYZ:
```
100
Properties=species:S:1:pos:R:3:forces:R:3
C -0.44518 3.17373 0.98586 -0.054 -0.027 0.312
C 0.04637 1.77182 0.90511 -0.102 -0.389 -0.378
N -0.76510 0.84962 0.57496 -0.160 -0.057 0.195
C 1.47653 1.43962 1.28271 -0.614 0.007 0.276
O 2.40759 1.46395 0.19731 0.216 0.009 -0.390
C 2.34740 2.56760 -0.59611 0.978 1.241 0.183
N 1.45390 2.43083 -1.66435 0.168 0.381 0.385
O 3.02170 3.56238 -0.37495 -1.131 -1.170 -0.075
H 0.05714 3.82701 0.28317 0.137 0.146 -0.185
H -0.27021 3.56821 1.98222 0.169 0.098 0.221
H -1.51006 3.18668 0.81423 -0.278 0.088 -0.233
H -0.27356 -0.04422 0.59617 -0.017 -0.213 -0.183
H 1.46794 0.42388 1.65166 0.242 -0.324 0.014
H 1.79982 2.07195 2.09761 0.258 0.297 -0.064
H 1.84767 1.82234 -2.37908 -0.157 -0.391 0.140
H 1.30203 3.35284 -2.04252 0.129 0.147 -0.335
C -1.57753 0.33878 -2.40203 -0.108 -0.225 -0.035
O -1.48746 -0.05370 -3.78491 0.166 0.051 -0.054
H -0.81213 1.07761 -2.18979 0.060 0.012 -0.142
H -2.55864 0.77350 -2.20837 0.050 0.048 0.098
H -1.42094 -0.52504 -1.75610 -0.033 0.099 0.116
H -2.18914 -0.68953 -3.94668 -0.188 0.060 -0.031
C 3.72757 2.34505 4.70729 0.313 0.140 -0.264
O 3.49691 2.08934 3.31560 0.068 -0.053 0.410
H 2.76763 2.33230 5.21373 -0.046 -0.044 -0.037
H 4.36303 1.56789 5.13184 -0.049 0.015 0.157
H 4.19786 3.32253 4.84154 -0.073 0.011 0.095
H 4.34880 2.09830 2.87301 0.021 0.040 -0.144
C 0.53903 -2.49619 -5.83177 -0.076 0.117 0.116
O -0.19710 -2.38423 -4.61873 -0.022 -0.024 -0.165
H 0.74612 -3.54928 -6.00300 0.011 -0.029 0.008
H -0.03366 -2.10741 -6.67790 0.082 -0.011 -0.044
H 1.48839 -1.95857 -5.76217 0.008 -0.032 -0.064
H -0.38787 -1.44682 -4.45427 -0.006 0.042 0.160
C -2.28418 0.44751 4.28347 0.015 -0.175 -0.108
O -1.05427 0.39979 3.56312 -0.046 -0.175 -0.042
H -2.05540 0.55077 5.34109 0.090 0.028 -0.001
H -2.88798 1.30149 3.96473 -0.026 -0.015 0.045
H -2.84261 -0.47796 4.12694 -0.105 0.068 0.060
H -1.28605 0.31434 2.62917 -0.034 0.319 -0.075
C 0.80773 -2.90316 3.45868 -0.074 0.131 0.007
O 0.64780 -1.86560 2.50006 0.111 -0.085 -0.148
H 1.60394 -3.55543 3.10572 0.015 -0.019 -0.034
H 1.08944 -2.49672 4.43442 -0.004 -0.039 0.002
H -0.10890 -3.49047 3.56163 0.027 -0.038 0.020
H -0.05763 -1.29128 2.81634 -0.021 0.134 0.286
C 3.37102 6.07087 3.28726 0.078 0.150 0.247
O 3.84795 6.12811 4.63301 -0.056 -0.195 -0.191
H 3.38034 5.03037 2.97212 0.008 -0.027 0.025
H 2.34810 6.45257 3.22503 -0.004 -0.037 -0.107
H 4.01923 6.65089 2.62578 -0.066 -0.052 -0.105
H 3.83084 7.04703 4.90484 0.031 0.086 0.105
C 3.97244 -1.69201 5.53474 -0.121 0.150 -0.157
O 2.99254 -0.69198 5.28870 0.102 -0.190 0.101
H 3.95647 -1.90980 6.59959 -0.012 0.006 0.030
H 3.75060 -2.61084 4.98436 0.051 -0.037 0.026
H 4.97421 -1.34475 5.26235 0.019 -0.058 0.028
H 3.00102 -0.49429 4.34749 -0.114 0.108 -0.086
C 4.10268 -0.29704 -2.83651 -0.081 0.057 -0.066
O 3.27805 0.78873 -3.26700 0.053 -0.103 0.020
H 4.11288 -0.28350 -1.75038 -0.035 0.033 0.024
H 3.69948 -1.25343 -3.17541 0.017 -0.022 0.029
H 5.12370 -0.17829 -3.20410 0.012 -0.021 0.024
H 3.25847 0.78971 -4.22614 0.006 0.021 -0.096
C -0.99393 6.99716 0.60816 -0.248 -0.011 -0.139
O -2.24550 6.37242 0.33498 0.186 -0.070 0.127
H -0.45477 6.35565 1.30008 -0.002 -0.029 0.016
H -0.40327 7.10723 -0.30526 0.076 0.033 0.057
H -1.13742 7.97667 1.07158 0.092 0.006 0.011
H -2.72866 6.93201 -0.27516 -0.085 0.041 -0.068
C -5.00961 -2.37992 3.35261 0.042 0.019 -0.271
O -3.77264 -2.40217 2.64293 -0.034 0.098 0.191
H -4.78646 -2.31105 4.41430 0.081 -0.010 0.007
H -5.61084 -1.51524 3.05989 -0.064 -0.030 0.052
H -5.57745 -3.29544 3.17029 -0.060 0.024 0.070
H -3.97511 -2.47279 1.70723 0.059 -0.075 -0.118
C -0.39947 -3.86550 -0.86236 -0.155 -0.019 -0.092
O -1.40674 -2.91291 -1.20146 -0.008 0.077 0.129
H -0.48691 -4.06253 0.20315 -0.006 0.069 0.039
H -0.55307 -4.79143 -1.41887 0.107 -0.019 0.020
H 0.60038 -3.47825 -1.07138 0.012 -0.014 0.017
H -1.34747 -2.75996 -2.14851 0.134 -0.134 -0.128
C -2.68257 -5.14075 -3.53746 0.278 0.124 -0.168
O -1.32543 -4.87621 -3.88392 -0.362 -0.281 0.052
H -2.69860 -6.06693 -2.96904 -0.010 -0.033 0.023
H -3.09660 -4.34278 -2.91487 -0.058 -0.038 0.034
H -3.30316 -5.26589 -4.42943 -0.062 -0.030 0.034
H -1.29204 -4.05359 -4.38305 0.234 0.246 0.087
C -5.34171 1.08895 -0.66246 0.024 -0.119 0.153
O -5.40308 -0.04427 0.19808 0.014 0.055 -0.065
H -6.34476 1.26039 -1.04425 -0.033 -0.011 0.004
H -5.01142 1.97980 -0.12254 0.000 0.030 -0.050
H -4.67009 0.91040 -1.50469 -0.018 0.046 -0.039
H -4.51583 -0.19392 0.53599 0.080 0.002 0.058
C -0.11134 -5.67495 -8.20943 -0.096 0.166 -0.001
O -0.25755 -4.38123 -8.79010 0.126 -0.153 0.027
H 0.78166 -6.12250 -8.63679 0.026 0.011 -0.028
H 0.00917 -5.61440 -7.12432 -0.001 -0.065 0.006
H -0.96900 -6.31205 -8.43941 0.029 -0.046 0.019
H -1.04548 -3.98239 -8.41688 -0.094 0.077 0.004
```
Positions in Å, forces in eV/Å.

* LUMO: 0.330 eV
* electronic energy: -2037.3099 a.u.
* HOMO-LUMO gap: 9.94 eV
* HOMO: -0.3531 Ha
* net charge: 0

Here are the Mulliken charges for atoms 1 to 6, given in e:
1. C -1.607
2. C 1.223
3. N -0.754
4. C -0.187
5. O -0.329
6. C 0.350

=====

(3)
ORCA calculation (ωB97M-V with the def2-TZVPD basis set) on a structure of composition C20H40CuP2Si in a non-equilibrium geometry.

Geometry as XYZ:
```
64
Properties=species:S:1:pos:R:3:forces:R:3
P -1.93143 1.90120 0.44937 0.807 -0.670 -1.659
P 2.49566 -1.02162 0.32508 -3.994 -1.394 0.173
C -0.44871 -1.37208 0.36720 -1.125 -0.146 -0.214
C 0.90499 -1.98755 0.49408 -0.849 -0.904 0.536
H -0.96546 -2.20154 -0.18297 0.052 0.070 1.348
H -1.03276 -1.24447 1.32115 0.986 0.061 -0.721
H 0.97258 -2.47982 1.50578 0.497 0.020 -0.908
H 0.87439 -2.73611 -0.34472 0.923 0.275 0.852
C 2.94786 -1.17361 -1.39713 0.976 0.399 0.127
H 4.03770 -1.00898 -1.36952 -0.258 -0.111 -0.780
H 2.43357 -0.39933 -1.99223 0.202 -0.387 0.334
H 2.68445 -2.18545 -1.75002 0.197 0.467 0.209
C 3.53108 -1.95009 1.48245 0.972 0.909 0.028
H 4.05513 -2.72132 0.89346 -0.139 0.242 0.407
H 2.94944 -2.38900 2.31579 0.091 0.295 -0.758
H 4.23704 -1.22164 1.89878 0.272 -0.488 0.003
C -3.20994 2.72112 -0.58284 -0.157 0.195 0.133
H -3.53977 3.63579 -0.06673 -0.270 -0.165 -0.437
H -4.04569 2.02678 -0.74464 0.125 0.276 0.080
H -2.78026 2.94424 -1.56988 -0.145 0.146 0.349
C -2.95174 1.06260 1.70156 0.079 0.190 0.131
H -2.32563 0.25743 2.10778 -0.429 0.210 0.164
H -3.85760 0.64271 1.24156 0.340 0.123 0.309
H -3.18945 1.82694 2.44719 -0.356 -0.462 0.281
Cu -1.66474 -1.18643 -1.39278 2.068 1.630 0.224
C -1.51564 -3.47278 -1.83149 0.496 -0.440 0.343
C -0.90018 -2.71760 -2.81112 0.079 -0.619 1.016
C -1.58014 -2.09468 -3.97361 -0.461 1.016 -0.434
C -3.02336 -1.48952 -3.68982 0.644 -0.793 -1.940
C -3.24269 -0.58727 -2.50518 0.228 0.155 0.366
C -3.59144 -1.07372 -1.21345 -0.531 0.132 -0.188
C -3.73113 -2.54331 -0.79519 -0.971 -0.126 0.182
C -2.99719 -3.67891 -1.57432 -0.141 -0.116 -0.029
C -1.26545 3.32935 1.38420 0.173 -0.208 0.296
H -0.85318 -4.01804 -1.11327 -0.514 0.512 -0.675
H 0.19913 -2.79182 -2.84634 -0.522 0.055 -0.134
H -1.63486 -2.77126 -4.85317 -0.201 -0.046 0.260
H -0.90152 -1.29317 -4.28100 -0.336 0.165 -0.179
H -3.21818 -0.91720 -4.62187 -0.251 -0.294 0.439
H -3.69468 -2.36738 -3.70023 -0.038 0.652 0.000
H -3.42119 0.49661 -2.74606 0.249 -1.222 0.457
H -4.12579 -0.36708 -0.55848 0.390 -0.442 -0.198
H -4.81346 -2.72539 -0.89694 -0.096 -0.510 0.239
H -3.50621 -2.66541 0.28902 -0.030 0.282 -0.662
H -3.06798 -4.60308 -0.96033 -0.243 0.517 -0.411
H -3.53995 -3.85876 -2.51497 0.231 -0.153 0.392
H -0.20200 3.13636 1.59240 -0.328 0.158 0.087
H -1.83316 3.35196 2.31548 0.207 0.590 0.172
H -1.34977 4.26239 0.82093 -0.063 -0.088 0.135
C 2.97959 3.05754 3.88012 0.137 0.038 -0.115
Si 3.65799 2.75022 2.16287 -0.154 -0.026 0.346
C 3.96935 4.28926 1.17089 -0.088 0.028 0.012
C 5.22182 1.70291 2.24582 -0.127 -0.154 -0.064
C 2.40381 1.66376 1.31079 0.152 -1.046 -0.570
C 2.09746 0.61215 0.76163 1.366 0.761 0.619
H 3.71630 3.58843 4.49516 -0.183 -0.054 -0.038
H 2.73921 2.10420 4.36644 0.065 0.170 -0.076
H 2.06012 3.64896 3.82743 0.119 -0.026 0.059
H 4.63479 4.95796 1.71880 0.010 0.040 0.021
H 4.43930 4.06320 0.21394 0.010 -0.064 -0.025
H 3.04037 4.82107 0.96612 -0.025 0.047 0.029
H 5.07105 0.77492 2.81033 -0.049 0.194 -0.009
H 5.58291 1.42200 1.24968 -0.064 0.129 0.095
H 6.01524 2.26334 2.74696 -0.004 0.004 -0.028
```
Positions in Å, forces in eV/Å.

* LUMO (spin up / spin down): -0.270 / -0.205 eV
* 2S+1: 2
* electronic energy: -3398.4113 a.u.
* HOMO-LUMO gap (spin up / spin down): 2.79 / 5.56 eV
* HOMO (spin up / spin down): -0.1123 / -0.2118 Ha
* energy above the lowest of the compared OMol25 structures with the same formula, charge and spin: 123.5 kJ/mol
* net charge: 0

Here are the Mulliken charges for atoms 1 to 6, given in e:
1. P 0.714
2. P 1.477
3. C -0.015
4. C -0.333
5. H -0.417
6. H 0.189